Formula: C13H41AlBeBr2ClF4MgNNbO9P2
Source: OMol25
Level of theory: ωB97M-V/def2-TZVPD

Structure (XYZ):
```
77
Properties=species:S:1:pos:R:3:forces:R:3
H -3.1419 5.7190 -0.8460 0.04 -0.03 0.00
H -2.6615 -3.2722 6.0842 0.10 -0.19 0.14
O -2.2370 -1.1797 -1.7579 0.23 0.98 -0.10
H 1.2733 -2.4966 -1.5192 -0.17 1.30 -0.01
H 10.0905 -0.9235 -3.6839 -0.22 0.03 0.02
H 8.7518 -1.6289 -4.2846 -0.46 0.15 0.06
H 3.7437 1.7446 -0.4894 0.64 0.07 -0.20
C -1.7197 2.6204 -0.0665 0.21 -0.06 -0.27
H -6.5398 -4.6103 2.9106 0.14 0.10 0.09
H -3.0909 -1.2085 2.9563 -0.02 -0.50 0.44
H -3.5405 3.2896 -0.9766 0.05 -0.01 -0.02
O -4.6524 -2.5291 2.6686 1.01 2.33 2.59
O -2.4789 -2.9097 -0.6499 -0.13 -0.45 0.62
H 6.8002 -0.1557 -4.1518 0.77 -0.17 0.13
C -3.4854 -3.8307 6.5316 0.33 -0.07 0.21
H -1.7405 1.6826 -0.6360 -0.03 0.01 0.02
P 6.4935 -0.7567 -2.8665 0.14 0.50 0.26
O -6.3335 -3.0479 4.2869 1.04 0.58 0.98
C 1.3582 -1.3960 -1.7462 0.14 -0.93 -1.17
H -2.6355 -2.8076 2.2826 0.15 0.19 -0.04
H 2.2236 0.9756 -2.6290 0.93 -0.70 -0.36
H -3.3252 -4.9007 6.3948 0.01 0.08 -0.19
C -3.2825 5.0315 1.1761 -0.01 0.15 0.01
H 2.1920 -1.5179 -3.7572 0.22 0.18 1.12
H -4.3035 4.6523 1.0882 0.05 -0.06 0.03
O -1.2690 -3.0307 -2.5087 0.08 0.11 -0.11
H -8.0143 -4.0691 3.7309 0.12 0.12 0.17
H 6.6117 -2.9213 -2.6797 -0.73 -0.20 -0.42
H -0.2142 3.8930 0.8396 -0.03 -0.01 0.00
C -7.0738 -3.7367 3.2890 -0.31 0.07 -0.73
F -5.1963 0.8959 -1.4418 -0.63 0.38 1.66
H -2.1052 3.7765 -1.8438 0.03 -0.09 0.04
F -4.7732 1.2572 1.3767 0.19 -0.36 -0.33
H 6.1965 1.2363 -0.3421 0.17 0.45 -0.01
C 0.5700 3.1765 -1.0339 0.13 0.11 0.06
C -2.5222 3.6680 -0.8380 -0.16 0.03 0.00
H 3.3788 0.4790 -3.9307 -0.24 -0.17 0.88
N 5.9504 -2.2721 -3.1330 0.06 -0.48 -0.84
Cl 2.6277 -1.6524 2.1490 0.31 -0.30 0.76
C -1.9561 -2.4111 -1.6861 -0.07 -0.41 0.07
H 7.3145 -0.1849 1.5551 -0.21 0.11 -0.11
H 5.2940 2.2466 -2.5476 1.22 2.78 -2.09
O -4.7315 -3.4536 5.9584 0.64 3.03 -1.11
P -4.7102 -3.1489 4.2745 -4.16 -7.64 -2.17
Be 4.7457 -2.2495 -4.8713 1.08 -0.13 1.06
H 4.4642 -0.6651 -0.4737 0.51 0.36 -0.53
H 0.5718 2.2659 -1.6386 -0.04 0.04 0.01
H 0.3867 -1.0543 -2.2028 1.01 -0.15 0.73
Nb 4.8789 0.7635 -1.5476 -3.93 -1.94 2.65
H -3.4777 -1.6175 1.2573 -0.05 -0.24 -0.15
H 0.1963 3.9990 -1.6481 -0.02 -0.04 -0.01
C -2.5904 5.0467 -0.1812 -0.04 -0.06 0.00
O 6.9928 -0.9536 1.0717 0.44 -0.21 0.01
Br 1.6279 -0.4944 0.0051 -0.05 -0.04 -1.30
H 9.4202 -0.3539 -5.0465 -0.26 -0.06 0.12
C -3.3910 -2.0174 2.2741 -0.22 -0.64 -0.59
H 3.3688 -1.9729 -2.4757 -0.71 0.93 -0.03
Al -5.9955 1.1592 0.0966 -0.85 -0.18 -1.01
O 9.5945 -1.1502 -4.4983 0.35 -0.12 -0.13
H -3.3336 6.0439 1.5855 -0.02 -0.06 0.05
H 0.1837 2.1873 0.8236 0.00 0.04 0.00
C -0.2645 2.9884 0.2253 -0.07 -0.10 0.05
H 1.6055 3.4062 -0.7696 -0.02 -0.07 -0.07
C 2.5671 -1.2169 -2.7236 -0.20 -0.02 -0.23
C 3.0925 0.2766 -2.8496 -0.44 0.55 -0.21
H -2.2264 2.4042 0.8864 -0.12 0.20 0.04
H -3.5191 -3.6134 7.6006 -0.10 0.11 -0.10
H -7.2959 -3.0578 2.4638 0.05 -0.07 -0.01
Br 5.4973 3.8631 -2.9736 -0.35 -1.90 0.67
F -6.8940 2.6683 0.0472 0.97 -1.31 0.21
H -1.5870 5.4732 -0.0792 0.00 -0.02 -0.02
F -7.0867 -0.1727 0.4411 1.13 1.25 -0.13
H -2.7451 4.4112 1.8976 -0.03 0.00 0.00
H 7.7097 -0.8445 -2.0946 0.04 0.19 -0.72
H 7.1981 -1.6988 1.6475 -0.20 0.00 0.00
O -4.2301 -4.5440 3.8799 0.92 1.74 0.58
Mg -2.4701 0.4338 2.1584 -0.35 0.96 -1.05
```
Positions in Å, forces in eV/Å.

## Properties
* charge: -1
* Kohn-Sham gap: 2.3 eV
* calculated total energy: -8455.9957 hartree
* E_HOMO: -3.78 eV

***

Formula: C15H78F9NO35S
Source: OMol25
Level of theory: ωB97M-V/def2-TZVPD

Structure (XYZ):
```
139
Properties=species:S:1:pos:R:3:forces:R:3
C 0.9810 1.0150 3.1827 -0.12 0.23 0.19
H -2.2646 -0.2572 4.6195 -0.07 0.09 0.03
H 1.4762 -5.0977 -0.6029 0.03 0.03 0.00
H -0.9267 4.9519 3.3215 0.13 0.00 -0.01
H 3.2951 -6.7832 -0.1345 0.05 0.12 0.04
H 2.3916 7.3065 -4.3094 -0.14 0.06 0.05
H 5.0548 -4.0914 1.4986 0.10 0.02 -0.12
H 2.7906 6.6841 -5.6496 0.05 0.05 0.01
O -0.9095 4.9155 -3.1055 -0.15 -0.33 -0.19
C -3.1472 0.3544 2.8131 0.21 0.02 0.29
H -4.4310 -0.8185 -5.7992 -0.06 -0.01 -0.06
O 5.6393 -3.7665 -0.6895 0.32 -0.10 0.19
H 2.8180 1.2030 5.5541 -0.01 0.03 0.00
O 1.7838 -5.1276 0.3116 -0.11 -0.18 -0.16
H -7.4509 1.1993 -2.3801 -0.09 0.07 0.09
H 3.5835 -0.9693 4.1334 -0.08 -0.10 0.12
C -1.2939 1.6050 4.1095 0.42 0.20 0.24
H -1.0219 -7.3816 0.6760 -0.10 0.02 -0.09
O 4.2549 -6.8721 -0.1377 0.16 0.10 0.16
O 1.1681 0.2989 4.1435 0.28 -0.37 -0.15
H -7.0979 0.0431 -6.0629 0.00 0.04 0.04
H 7.6736 -3.5100 -1.8284 -0.03 0.05 0.00
H -2.0128 2.4164 4.1804 -0.12 -0.09 -0.04
H -1.7270 5.8824 1.2839 0.11 0.08 0.07
O 7.0335 -8.6826 -4.5777 0.05 -0.07 -0.01
C 3.4425 -1.5706 3.2391 -0.05 0.22 -0.46
H -5.5053 1.4232 -1.1336 0.03 0.04 0.05
O 3.9526 -6.5111 -6.3573 0.10 0.06 -0.10
H -7.5909 0.3488 -3.6310 -0.13 -0.02 -0.19
H -1.3489 4.1294 -3.4539 0.02 0.03 -0.07
H -4.6014 5.2664 -1.1193 0.09 0.04 0.25
H 0.9622 -2.4110 5.8765 0.15 -0.09 -0.04
H 2.5519 -8.1255 -2.4341 0.12 0.00 -0.01
F -2.1262 -1.9658 1.7609 -0.11 -0.16 0.17
O 5.1138 -6.6566 -3.5716 -0.06 0.13 0.17
O -0.9669 3.3833 -0.6485 0.14 -0.10 -0.03
H -6.1733 -1.2793 -0.0007 -0.04 -0.01 0.03
O -4.0788 4.3055 4.1691 0.00 -0.08 0.05
H 4.1170 6.5348 1.3744 0.03 -0.08 0.00
H -4.0384 7.9148 -0.4973 -0.02 -0.11 0.26
F -4.0091 -0.6626 3.0505 -0.01 0.01 -0.09
O 1.4557 6.5994 -2.6336 0.14 -0.21 -0.28
H -1.1794 -0.3799 3.2645 -0.11 -0.09 -0.04
H 3.1210 8.9954 1.4840 -0.05 0.01 -0.03
H 2.2275 -9.5402 -1.9532 -0.01 0.03 0.02
C -1.0529 4.2328 2.5106 -0.10 0.20 -0.30
O -1.6868 -5.3422 0.7919 0.05 0.01 0.01
H -4.2039 -1.9372 -6.7992 0.05 0.01 -0.02
H -1.1335 5.6089 -3.7364 0.05 0.16 0.14
O -2.9874 4.1332 -0.0234 -0.24 -0.30 -0.13
O 3.3787 1.9238 5.8617 -0.05 -0.01 -0.05
H 7.3677 -9.5846 -4.5959 -0.01 0.02 0.04
H 1.6418 -1.1027 5.4894 0.00 -0.04 -0.13
O -8.0985 0.9210 -3.0404 0.21 0.08 0.20
C -0.1362 2.0056 3.2382 -0.22 0.17 -0.33
H -0.1329 5.2522 0.7922 0.02 0.24 0.18
H -4.5561 3.5420 3.8278 0.00 0.02 -0.02
H -3.6122 9.3533 -0.8092 -0.02 0.01 0.05
H 3.7728 -5.2448 -2.8583 0.31 -0.01 0.09
S -2.5447 -1.2537 0.4126 0.89 0.33 -0.83
O 1.8487 4.4425 1.8454 -0.17 0.04 -0.24
O 2.4879 7.5053 -5.2518 0.03 -0.08 -0.03
O 5.3434 -4.1244 2.4192 -0.04 -0.09 0.00
O -6.2870 1.8709 -0.7898 0.11 -0.21 -0.03
O 1.5194 -1.7098 6.2310 -0.34 0.06 0.15
H -7.3590 -1.3516 -5.4976 -0.01 0.01 0.06
H -4.6340 6.5458 -1.9364 -0.14 -0.14 -0.13
H 5.5348 -6.2709 -4.3476 -0.13 -0.05 -0.08
F -2.9318 -0.6019 -0.9846 0.06 0.00 0.06
O -9.0449 3.8336 -1.9579 -0.01 -0.03 0.06
H 2.6405 7.8514 2.3822 0.02 -0.12 -0.07
C 1.9308 2.1506 1.2846 -0.22 -0.06 0.04
H -9.1160 3.7863 -1.0002 0.01 0.02 -0.03
O -3.4272 8.6128 -0.2238 0.06 0.01 -0.17
H -5.9364 2.4673 -0.1187 -0.09 0.09 -0.06
H 2.5018 2.2594 0.3709 0.18 0.05 0.11
H -0.8891 -8.4699 -0.3885 0.05 0.01 -0.02
H -2.0080 -4.4360 0.8182 -0.01 -0.06 0.09
H 4.4010 -7.8212 -0.1989 -0.05 0.02 -0.16
C 1.3066 3.3548 1.8647 -0.13 -0.05 0.21
O 0.2916 7.3917 -0.0061 0.01 -0.08 -0.45
C -1.1128 4.9931 1.1688 -0.09 -0.45 0.01
H 4.1854 -2.3638 3.1908 0.06 0.09 0.24
H -7.4178 -0.4639 -0.3174 0.01 -0.01 -0.06
H -0.7370 3.8842 -1.4503 0.00 0.09 0.16
O -0.4601 -7.6782 -0.0520 0.10 0.03 0.15
H 3.9898 -1.3611 1.1947 0.01 0.13 -0.09
H 5.5956 -7.4805 -3.4323 -0.02 -0.02 -0.07
F -4.0517 -1.6713 0.6154 -0.07 -0.18 0.19
H 7.5093 -8.2272 -5.2800 -0.04 0.02 0.02
H 0.3832 -7.9283 -6.2334 0.04 0.06 -0.02
F -3.8776 0.9700 0.6528 -0.14 -0.09 0.05
O -3.8294 -1.1040 -6.4976 -0.06 0.00 0.09
H 3.4933 -4.4371 -1.5921 0.23 0.02 0.00
C -1.7984 4.1515 0.1305 -0.05 0.42 -0.14
C 1.7819 0.9790 1.9156 0.24 -0.17 -0.26
H 5.6031 -3.4705 -1.6094 -0.21 -0.05 0.00
H -0.1904 -0.6459 6.7784 0.19 0.05 -0.02
F -1.0270 -0.8779 0.1497 0.03 -0.09 0.11
H 5.8002 -4.7175 -0.7561 -0.20 -0.03 0.01
N 2.2671 -0.2473 1.4206 0.04 0.54 0.14
H -0.9792 -5.3279 0.1382 -0.07 0.03 -0.04
O -6.8674 -0.5400 -5.3307 0.08 -0.06 -0.05
O 7.6613 -3.2152 -2.7474 0.09 0.00 0.03
F -3.8444 1.4986 3.0788 -0.02 -0.02 -0.14
H 4.2406 0.1250 2.1262 0.06 -0.01 -0.07
H -0.8884 1.4667 5.1165 -0.11 -0.09 -0.11
F -1.7816 1.1903 1.0855 0.19 0.10 0.00
O -7.0594 -1.3581 -0.3659 0.04 0.07 -0.02
H -4.5648 4.5616 4.9596 0.03 0.04 -0.02
H 2.3694 -0.1178 0.4199 0.07 -0.15 0.03
O 2.4906 8.2688 1.5241 0.15 0.11 0.10
H 1.3225 -5.8864 0.6918 -0.02 0.02 0.00
H 1.2021 7.4943 0.3024 0.02 0.21 0.24
H -8.8229 2.9355 -2.2311 -0.04 -0.02 -0.15
C 3.5663 -0.7218 1.9694 -0.18 -0.49 0.17
H 0.8863 6.7786 -1.8758 -0.09 0.28 0.35
F -2.2701 -2.6256 -0.3470 -0.37 0.10 0.14
H 3.5323 -7.3100 -6.6903 -0.09 0.06 0.02
H 3.3885 -6.2501 -5.6220 0.00 -0.05 0.00
H 3.3302 2.5857 5.1643 0.04 0.00 0.03
H 3.5716 5.2196 1.9005 -0.06 0.03 0.03
O -0.9041 0.0099 6.8028 -0.06 -0.08 0.13
H 8.1562 -2.3898 -2.7412 -0.02 -0.01 -0.04
C -0.0062 3.1553 2.5643 -0.10 -0.19 0.05
H -0.6795 0.5784 7.5458 -0.02 -0.03 0.02
O 4.2434 5.8916 2.0810 0.11 0.13 -0.02
O -5.0376 6.1268 -1.1685 0.16 0.19 -0.17
C -2.8346 0.4144 1.2878 -0.68 0.01 -0.07
O 2.7312 -8.7531 -1.7247 -0.07 -0.09 -0.06
H 4.8812 -4.8828 2.7897 0.02 -0.01 -0.05
H 1.0813 5.8039 -3.0275 0.00 -0.02 0.08
H -0.1192 8.2506 0.1385 -0.03 -0.05 -0.01
O 3.5619 -4.3519 -2.5505 -0.49 -0.09 -0.08
H 2.4570 -2.0366 3.2364 0.00 -0.01 0.16
C -1.9336 0.2613 3.7194 0.13 0.10 0.11
O 1.2857 -8.0516 -5.9218 0.02 -0.12 0.05
H 1.3929 -9.0060 -5.8531 -0.01 0.02 -0.01
H -2.0418 3.7943 2.6466 0.07 -0.04 0.29
```
Positions in Å, forces in eV/Å.

## Properties
* Kohn-Sham gap: 8.2 eV
* calculated total energy: -4603.4333 hartree
* E_HOMO: -9.43 eV

***

Formula: C2H2FIO2S
Source: OMol25
Level of theory: ωB97M-V/def2-TZVPD

Structure (XYZ):
```
9
Properties=species:S:1:pos:R:3:forces:R:3
F -1.0989 0.3887 1.4679 -0.38 0.39 -0.58
S -1.8378 1.1237 0.1081 3.69 0.42 0.57
I 1.4475 0.9347 -0.5985 -1.44 0.13 -0.68
H -0.9697 0.3047 -2.0786 0.97 0.24 0.63
H 1.0069 -1.3920 0.6121 0.56 -0.17 0.20
O -3.0915 0.4896 -0.0793 -1.35 -1.17 -0.74
C 2.0447 -0.9496 0.5945 -0.41 -0.47 0.07
O 3.0963 -1.2608 1.0046 -1.14 0.61 -0.55
C -0.5975 0.3609 -1.0309 -0.49 0.01 1.08
```
Positions in Å, forces in eV/Å.

## Properties
* Kohn-Sham gap: 7.7 eV
* ΔE to the lowest compared entry with this formula, charge and spin: 3.181 eV
* calculated total energy: -1023.4631 hartree
* E_HOMO: -8.31 eV

***

Formula: C9H10N
Source: OMol25
Level of theory: ωB97M-V/def2-TZVPD

Structure (XYZ):
```
20
Properties=species:S:1:pos:R:3:forces:R:3
H 2.2090 -2.0600 -1.2173 -0.37 0.82 0.31
C -2.6635 0.0088 -0.3550 2.02 2.30 0.84
H 2.4499 -0.9144 2.6734 -0.12 0.76 1.65
H -1.4505 1.7414 0.9934 1.32 -1.45 -1.85
C 1.8677 -0.7118 1.8191 -0.30 -0.31 -0.47
C 2.2351 -1.5645 0.8315 0.09 0.65 -1.20
C 0.2199 0.1734 0.3440 -0.81 1.90 0.62
C 1.8005 -1.3711 -0.4493 0.07 -1.85 -1.69
C 0.7623 -0.5210 -0.7111 1.07 -0.24 3.34
H -2.3034 -0.6843 -1.1301 -0.41 0.91 -0.23
C -1.0106 1.0628 0.1288 -3.54 -2.20 2.39
H -3.3653 0.9077 -0.5115 0.93 -2.01 -0.16
H 0.3462 -0.3692 -1.5958 -1.47 0.14 -4.12
C 0.8414 0.1896 1.5794 1.34 -2.77 -2.04
N -1.0394 1.6828 -1.0657 1.55 1.67 -1.12
H -0.7921 2.4044 -3.1123 0.21 0.29 0.12
C -0.7716 2.1783 -2.0593 -0.85 -0.41 -0.63
H 2.9542 -2.2998 0.9781 1.21 -1.15 0.50
H -2.8511 -0.5960 0.5121 -0.29 0.17 0.59
H 0.5613 0.7428 2.3475 -1.63 2.77 3.14
```
Positions in Å, forces in eV/Å.

## Properties
* charge: +1
* Kohn-Sham gap: 8.4 eV
* ΔE to the lowest compared entry with this formula, charge and spin: 4.014 eV
* calculated total energy: -403.2932 hartree
* E_HOMO: -12.89 eV